This record from the OMol25 dataset describes a 2-piece molecular cluster, C3H8NO3S overall at a distorted geometry. The level of theory is ωB97M-V/def2-TZVPD.

Properties
Molecular weight ... 138.2 u
Charge ... -1
HOMO ... -4.354 eV

Each line ends with the Löwdin charge.
Geometry (Å):
O1 -1.4455 -0.6470 0.2703  -0.08
C1 -0.3586 -1.1240 -0.0961  -0.72
O2 -0.0319 -2.1200 -0.7650  -0.07
C2 0.9579 -0.2274 0.2703  -0.38
C3 0.6242 0.8110 1.3289  -0.50
S1 -0.2896 2.3137 0.6830  0.61
N1 2.0203 -1.0623 0.8485  0.01
H1 1.1963 0.1809 -0.7355  0.13
H2 -0.2022 0.3837 1.9195  0.06
H3 1.4205 1.3017 1.8735  0.04
H4 -1.3824 1.7156 0.2158  -0.18
H5 2.7093 -1.3965 0.1890  0.05
H6 1.5426 -1.8948 1.1778  0.06
H7 -1.6582 -0.6352 -2.0830  0.02
H8 -0.5680 -1.1744 -2.9983  0.01
O3 -1.0295 -0.3793 -2.7786  -0.07

Atoms 1-3, force components in eV/Å:
O -0.586 -0.539 -0.284
C 2.144 1.211 0.259
O -0.790 -0.509 0.084


This record from the OMol25 dataset describes a 2-piece molecular cluster, C3H8NOP overall at a distorted geometry. The level of theory is ωB97M-V/def2-TZVPD.

Properties
Molecular weight ... 105.1 u
HOMO (alpha / beta) ... -7.944 / -7.534 eV

Each line ends with the Löwdin charge.
Geometry (Å):
C1 2.1184 0.1207 -0.2348  -0.34
C2 -0.5076 0.1952 -1.5091  -0.22
C3 -0.4788 0.1427 -0.0457  -0.44
N1 3.0642 -0.1315 0.6572  0.13
O1 2.2118 0.5811 -1.3433  0.01
P1 -1.1505 -1.4031 0.6204  0.78
H1 -0.8258 -0.7084 -1.9745  0.06
H2 -0.9829 1.0411 -1.9314  0.07
H3 0.5056 0.3840 -1.8186  0.02
H4 -0.6285 0.9777 0.5383  0.02
H5 2.7379 -0.4382 1.4987  0.05
H6 4.0461 0.1808 0.4907  0.14
H7 -1.1162 -1.2886 1.9746  -0.15
H8 0.0898 -2.0256 0.6359  -0.12

Atoms 1-3, force components in eV/Å:
C -1.653 0.887 -1.180
C 0.483 0.375 0.436
C 0.891 -2.106 -0.519


This record from the OMol25 dataset describes a single C3H8NOP molecule at a distorted geometry. The level of theory is ωB97M-V/def2-TZVPD.

Properties
Molecular weight ... 105.1 u
SMILES ... C/C(O)=C/[PH2]=N
HOMO ... -8.696 eV

Each line ends with the Löwdin charge.
Geometry (Å):
C1 -2.2355 0.7776 0.1935  -0.04
C2 -0.9434 -0.0399 -0.0165  -0.39
O1 -1.2022 -1.2949 -0.5692  0.01
C3 0.2943 0.4762 0.3324  -0.21
P1 1.8016 -0.4075 -0.1301  0.62
N1 3.0703 0.3825 0.3533  -0.34
H1 -2.3558 1.4005 1.0723  0.07
H2 -3.0980 -0.0451 0.2884  0.12
H3 -2.4890 1.4265 -0.6190  0.06
H4 -0.4864 -1.9070 -0.7428  0.08
H5 0.3320 1.4240 0.7862  0.06
H6 1.6633 -1.7448 0.1787  -0.02
H7 1.6048 -0.4066 -1.5225  -0.01
H8 4.0439 -0.0414 0.3954  -0.01

Atoms 1-3, force components in eV/Å:
C -1.759 -3.361 0.285
C 1.416 0.943 0.774
O -0.853 1.668 0.424


This record from the OMol25 dataset describes a single C3H8NOS molecule at a distorted geometry. The level of theory is ωB97M-V/def2-TZVPD.

Properties
Molecular weight ... 106.2 u
⟨S²⟩ ... 0.75
Spin multiplicity ... 2
HOMO (alpha / beta) ... -4.975 / -8.635 eV

Each line ends with the Löwdin spin population.
Geometry (Å):
O1 -2.3233 0.6371 0.7839  0.32
C1 -1.2619 1.0261 0.1814  0.39
C2 -0.2606 -0.0106 -0.1549  0.12
C3 1.1943 0.4035 -0.2640  0.02
S1 1.6738 0.7405 -1.9978  0.02
N1 -0.4865 -1.0006 0.9700  0.03
H1 -1.1554 1.9676 -0.3591  0.03
H2 -0.5765 -0.5932 -1.0344  0.03
H3 1.8540 -0.3693 0.1550  0.00
H4 1.3481 1.3080 0.3183  0.01
H5 1.7287 -0.5565 -2.3287  0.00
H6 -0.2256 -1.9531 0.7124  0.01
H7 -1.4997 -0.9224 1.1929  0.00
H8 -0.0094 -0.6770 1.8252  0.01

Atoms 1-3, force components in eV/Å:
O -0.398 -0.151 -0.106
C 0.440 0.681 0.215
C -0.575 -0.401 0.085


> Look up the molecular weight of the third one.

105.1 u


> molecular weight of number 4 (C3H8NOS)?

106.2 u